Entry from the Open Molecules 2025 dataset: C27H26CoN5O5SSe as an isolated structure (wB97M-V/def2-TZVPD).

CARTESIAN COORDINATES (ANGSTROEM)
Co (-2.644, 0.221, 0.665)
O (-0.104, -2.488, 1.373)
C (-0.078, -2.591, 2.775)
C (-1.422, -2.288, 3.407)
N (-1.914, -0.958, 3.087)
C (-0.920, 0.072, 3.358)
C (-0.087, 0.445, 2.123)
O (1.085, 0.787, 2.299)
O (-0.674, 0.416, 0.983)
C (-3.187, -0.696, 3.730)
C (-3.864, 0.596, 3.252)
O (-4.812, 1.007, 3.919)
O (-3.367, 1.184, 2.231)
H (-0.200, -1.539, 1.187)
H (0.694, -1.929, 3.184)
H (0.204, -3.615, 3.029)
H (-1.309, -2.424, 4.500)
H (-2.162, -3.012, 3.054)
H (-0.242, -0.218, 4.170)
H (-1.423, 0.992, 3.656)
H (-3.099, -0.634, 4.825)
H (-3.867, -1.523, 3.511)
S (-2.773, 4.779, -4.357)
N (-3.860, 4.473, -3.191)
C (-3.542, 3.310, -2.660)
C (-4.268, 2.631, -1.597)
C (-5.463, 3.070, -1.054)
C (-6.072, 2.323, -0.056)
C (-5.450, 1.165, 0.388)
N (-4.329, 0.699, -0.153)
C (-3.727, 1.422, -1.121)
C (-2.536, 0.832, -1.717)
N (-2.130, -0.337, -1.181)
C (-1.141, -0.997, -1.776)
C (-0.502, -0.523, -2.915)
C (-0.859, 0.717, -3.419)
C (-1.891, 1.416, -2.817)
C (-2.385, 2.713, -3.262)
N (-1.867, 3.440, -4.230)
H (-5.900, 3.994, -1.413)
H (-6.994, 2.644, 0.405)
H (-5.842, 0.612, 1.232)
H (-0.836, -1.926, -1.317)
H (0.287, -1.110, -3.364)
H (-0.356, 1.145, -4.277)
C (7.800, -1.778, -1.421)
C (6.386, -1.312, -1.199)
C (5.732, -0.526, -2.136)
C (4.431, -0.071, -1.934)
C (3.770, 0.782, -2.981)
C (3.758, -0.437, -0.761)
Se (1.964, 0.116, -0.451)
C (4.400, -1.240, 0.198)
C (3.685, -1.656, 1.454)
C (5.703, -1.655, -0.036)
H (8.159, -1.488, -2.409)
H (7.876, -2.864, -1.340)
H (8.478, -1.349, -0.680)
H (6.248, -0.247, -3.049)
H (4.493, 1.101, -3.733)
H (3.310, 1.662, -2.528)
H (2.970, 0.239, -3.489)
H (3.263, -0.804, 1.990)
H (4.361, -2.194, 2.121)
H (2.841, -2.306, 1.208)
H (6.198, -2.269, 0.710)

HOMO (alpha / beta)	-3.55 / -3.63	eV
Kohn-Sham gap (alpha / beta)	5.32 / 4.88	eV
molecular weight	670.50	g/mol
spin multiplicity	2
calculated total energy	-5876.950099	Ha
total charge	-1
energy relative to the best compared isomer or geometry (same formula, charge and spin)	73.4	kcal/mol

***

Entry from the Open Molecules 2025 dataset: a 2-piece molecular cluster, CH5PS2 overall at a distorted geometry (wB97M-V/def2-TZVPD).

CARTESIAN COORDINATES (ANGSTROEM)
C (1.893, 0.296, -0.144)
P (-1.192, 0.261, 0.348)
S (-2.484, 1.605, -0.165)
S (-1.754, -1.652, -0.099)
H (1.771, 1.008, -0.959)
H (1.875, 0.832, 0.824)
H (2.355, -0.745, -0.207)
H (-1.329, 0.007, 1.683)
H (-1.134, -1.612, -1.280)

HOMO (alpha / beta)	-8.06 / -9.37	eV
Kohn-Sham gap (alpha / beta)	8.79 / 7.01	eV
molecular weight	112.16	g/mol
spin multiplicity	3
calculated total energy	-1178.708469	Ha
total charge	0
energy relative to the best compared isomer or geometry (same formula, charge and spin)	21.8	kcal/mol

***

Entry from the Open Molecules 2025 dataset: C10H4O3 as an isolated structure at a distorted geometry (wB97M-V/def2-TZVPD).

CARTESIAN COORDINATES (ANGSTROEM)
C (1.140, 1.169, -0.313)
C (2.059, 0.489, 0.459)
C (-0.054, 0.340, -0.401)
C (-1.401, 0.174, -0.075)
C (2.228, 1.931, 0.054)
C (-1.058, -1.179, 0.495)
C (1.491, -1.880, -0.325)
C (1.832, -0.895, 0.732)
C (0.385, -1.086, -0.019)
C (-2.713, 0.874, -0.495)
O (2.883, 2.903, -0.127)
O (-1.625, -2.108, 0.997)
O (1.981, -2.789, -0.887)
H (2.156, -1.212, 1.717)
H (-2.564, 1.836, -1.013)
H (-3.493, 1.152, 0.315)
H (-3.247, 0.280, -1.113)

HOMO	-9.82	eV
Kohn-Sham gap	8.71	eV
molecular weight	172.14	g/mol
spin multiplicity	1
calculated total energy	-608.911578	Ha
total charge	0
energy relative to the best compared isomer or geometry (same formula, charge and spin)	11.6	kcal/mol